1.
DFT (ωB97M-V/def2-TZVPD) results for C25H17Br4Cl2CsN2O4Te as an isolated structure.

```
! RIJCOSX wB97M-V def2-TZVPD def2/J DEFGRID3
* xyz -2 1
Cs -0.226 1.558 0.174
C 4.162 -1.365 -0.746
C 3.835 -2.702 -0.896
C 2.523 -3.098 -0.714
C 1.560 -2.141 -0.381
N 1.882 -0.852 -0.258
C 3.140 -0.481 -0.431
C 0.140 -2.491 -0.143
C -0.278 -3.802 0.079
C -1.619 -4.049 0.320
C -2.507 -2.991 0.337
C -2.001 -1.718 0.105
N -0.723 -1.475 -0.128
H 5.174 -1.008 -0.883
H 4.593 -3.430 -1.160
H 2.246 -4.134 -0.847
H 3.336 0.582 -0.327
H 0.432 -4.617 0.094
H -1.961 -5.059 0.510
H -3.557 -3.129 0.549
H -2.660 -0.856 0.137
Cl 0.136 0.977 -8.065
C 0.318 1.262 -6.348
C 1.446 1.944 -5.890
C 1.596 2.173 -4.547
Cl 3.010 3.008 -3.984
C 0.642 1.754 -3.553
O 0.778 1.959 -2.327
C -0.496 1.042 -4.097
C -1.528 0.517 -3.207
O -2.489 -0.131 -3.590
C -0.635 0.813 -5.466
H 2.199 2.288 -6.586
H -1.425 0.723 -2.125
H -1.508 0.274 -5.811
Br -6.688 2.582 3.218
C -4.905 1.934 3.046
C -4.592 0.653 3.440
Br -5.928 -0.506 4.141
C -3.257 0.213 3.314
Br -2.777 -1.557 3.861
C -2.202 0.995 2.826
O -1.002 0.549 2.765
C -2.554 2.365 2.355
O -1.669 3.109 1.826
C -3.894 2.756 2.514
Br -4.303 4.524 1.923
C 3.582 2.526 4.036
Te 1.631 1.985 3.284
C 1.819 -0.095 3.740
H 4.366 1.868 3.665
H 3.572 2.499 5.124
H 3.798 3.542 3.707
H 1.980 -0.238 4.806
H 2.632 -0.539 3.169
H 0.858 -0.512 3.446
*
```

Relative energy (zero: lowest compared OMol25 entry of this formula, charge and spin), kJ/mol: 0.0
Energy, hartree: -12878.04020
LUMO level, eV: 3.54

2.
DFT (ωB97M-V/def2-TZVPD) results for a 5-piece molecular cluster, C25H17Cl3O16 overall in a non-equilibrium geometry.

```
! RIJCOSX wB97M-V def2-TZVPD def2/J DEFGRID3
* xyz 0 1
O 12.895 -12.930 -4.169
C 13.609 -12.455 -5.029
C 13.250 -12.357 -6.523
C 13.999 -11.882 -7.515
O 13.589 -11.756 -8.772
C 15.380 -11.328 -7.252
O 16.239 -10.990 -8.096
C 15.672 -11.377 -5.792
C 14.874 -11.896 -4.831
O 15.428 -11.921 -3.607
H 12.194 -12.496 -6.696
H 14.246 -11.350 -9.342
H 16.633 -11.020 -5.452
H 14.737 -12.250 -3.027
O 12.032 -22.684 -8.359
C 11.836 -22.040 -9.413
C 11.340 -22.624 -10.635
C 11.257 -21.938 -11.771
O 10.796 -22.526 -12.930
C 11.624 -20.488 -11.924
O 11.555 -19.865 -12.986
C 11.898 -19.890 -10.666
C 12.004 -20.572 -9.514
O 12.301 -19.863 -8.407
H 11.117 -23.680 -10.590
H 10.892 -22.010 -13.734
H 11.983 -18.814 -10.643
H 12.113 -20.411 -7.642
O 5.580 -15.950 -14.063
C 6.525 -16.112 -13.377
C 7.797 -16.753 -13.849
C 8.841 -17.053 -13.079
O 9.836 -17.825 -13.536
C 8.903 -16.634 -11.663
O 9.823 -16.786 -10.861
C 7.707 -16.129 -11.175
C 6.600 -15.795 -11.907
O 5.481 -15.303 -11.338
H 7.775 -17.146 -14.855
H 10.344 -18.221 -12.825
H 7.718 -15.865 -10.127
H 4.778 -15.388 -11.986
O 9.661 -10.277 -8.131
C 8.658 -10.922 -8.408
C 8.440 -12.327 -8.089
C 7.291 -13.087 -8.394
O 7.270 -14.437 -8.103
C 6.110 -12.481 -9.038
O 5.060 -13.104 -9.364
C 6.324 -11.087 -9.379
C 7.438 -10.395 -9.037
O 7.518 -9.081 -9.396
H 9.317 -12.917 -7.868
H 6.424 -14.866 -8.251
H 5.583 -10.536 -9.939
H 8.401 -8.766 -9.191
Cl 11.254 -14.935 -8.145
C 12.018 -16.540 -8.328
Cl 12.183 -17.091 -6.636
Cl 13.620 -16.331 -9.173
H 11.361 -17.193 -8.902
*
```

Relative energy (zero: lowest compared OMol25 entry of this formula, charge and spin), kJ/mol: 178.5
Energy, hartree: -3547.13808
LUMO level, eV: -2.23

3.
DFT (ωB97M-V/def2-TZVPD) results for a 2-piece molecular cluster, C25H17F4N2O overall in a non-equilibrium geometry.

```
! RIJCOSX wB97M-V def2-TZVPD def2/J DEFGRID3
* xyz 1 1
F -3.481 4.074 -2.904
C -3.409 2.712 -2.695
C -4.566 1.959 -2.925
C -4.434 0.578 -2.777
F -5.546 -0.201 -3.016
C -3.242 -0.047 -2.457
C -2.095 0.740 -2.176
C -0.866 0.086 -1.833
C 0.346 0.659 -2.220
C 1.585 0.028 -2.219
C 2.793 0.702 -2.559
C 3.963 -0.088 -2.721
C 5.183 0.525 -2.927
F 6.305 -0.258 -3.057
C 5.334 1.920 -3.021
C 4.163 2.677 -2.896
F 4.283 4.049 -2.962
C 2.906 2.124 -2.707
C -2.187 2.156 -2.333
H -5.496 2.418 -3.249
H -3.159 -1.127 -2.414
H -0.899 -0.945 -1.469
H 0.335 1.684 -2.591
H 1.661 -1.031 -1.901
H 3.864 -1.174 -2.698
H 6.301 2.378 -3.174
H 2.022 2.766 -2.676
H -1.311 2.789 -2.164
O -0.076 -3.060 1.063
C -0.367 -2.146 1.859
C 0.069 -2.136 3.275
C -0.482 -1.229 4.189
C -0.021 -1.225 5.512
C 0.924 -2.152 5.944
C 1.416 -3.124 5.048
C 0.983 -3.108 3.730
C -1.579 -0.285 3.815
C -1.639 0.067 2.320
C -1.280 -1.070 1.427
N -2.194 -1.496 0.515
N -2.760 -2.107 -0.282
H -0.415 -0.457 6.183
H 1.266 -2.129 6.981
H 2.120 -3.877 5.402
H 1.326 -3.860 3.029
H -2.545 -0.722 4.104
H -1.508 0.620 4.430
H -2.635 0.428 2.056
H -0.954 0.913 2.138
*
```

Energy, hartree: -1546.72926
LUMO level, eV: -6.37